The following is a quantum chemistry calculation of C6H11NO as an isolated structure, from the Open Molecules 2025 dataset.

The geometry in ORCA input format:
```
! wB97M-V def2-TZVPD RIJCOSX def2/J DEFGRID3
* xyz 0 1
C -1.2199 0.1751 0.4170
H -0.2413 -2.3689 1.1967
C 0.3590 -0.7959 -0.1183
C 0.6540 -1.7806 0.9821
O 1.1611 1.0917 1.5679
H -0.6893 1.3307 0.5346
H -2.1439 0.3709 -1.5036
C 0.9864 1.8067 -0.7935
H 1.4500 -2.4650 0.6812
H 0.9981 -1.8498 -1.5730
H 0.9587 -1.2678 1.8949
H 1.0499 2.8779 -0.5922
N 0.5883 -0.9393 -1.3529
C -2.2456 0.0985 -0.4631
H 0.2579 1.6057 -1.5726
H -1.3186 -0.1156 1.4571
C 0.6203 1.1261 0.4910
H 1.9566 1.4319 -1.1209
H -3.1816 -0.3323 -0.1324
*
```

F_max = 0.52 eV Å⁻¹
Energy relative to the best compared isomer or geometry (same formula, charge and spin) = 149.1 kcal per mole
Energy = -9931.987 eV
HOMO-LUMO gap (spin up / spin down) = 7.3 / 7.3 eV
Highest occupied orbital energy (spin up / spin down) = -7.235 / -7.236 eV



The following is a quantum chemistry calculation of a 2-piece molecular cluster, C6H11NO overall in a non-equilibrium geometry, from the Open Molecules 2025 dataset.

The geometry in ORCA input format:
```
! wB97M-V def2-TZVPD RIJCOSX def2/J DEFGRID3
* xyz 0 1
C -0.6813 -0.3587 -1.2895
H 0.0310 2.1019 1.1578
C 1.7421 0.9450 -0.4546
H -0.1769 0.0501 2.2511
H -0.5278 -1.3700 1.2949
H -0.2150 -1.2376 -1.4463
H 3.0128 -1.8392 0.7299
C 2.5304 -0.1690 -0.2883
H -1.8895 1.6207 0.8900
C -0.0754 -0.4720 1.2702
H 3.0092 -0.5474 -1.3069
H -0.8019 2.4302 -0.4749
H -1.7071 -0.5293 -1.3875
O 1.8625 2.0931 -0.7185
N 2.5575 -0.9651 0.7903
H 1.1110 -0.9954 1.0565
H -0.4724 0.2096 -2.1821
C -0.4805 0.2538 0.0892
C -0.8469 1.6772 0.4481
*
```

F_max = 3.88 eV Å⁻¹
Energy relative to the best compared isomer or geometry (same formula, charge and spin) = 137.2 kcal per mole
Energy = -9932.505 eV
HOMO-LUMO gap (spin up / spin down) = 7.4 / 7.4 eV
Highest occupied orbital energy (spin up / spin down) = -7.118 / -7.118 eV



The following is a quantum chemistry calculation of one molecule with the formula C6H11NO, from the Open Molecules 2025 dataset.

The geometry in ORCA input format:
```
! wB97M-V def2-TZVPD RIJCOSX def2/J DEFGRID3
* xyz 0 1
N 1.3435 0.5062 -1.2574
H 2.1342 -0.1195 -1.3660
H -0.5640 -2.3395 1.8821
H 1.7009 0.5322 1.4048
O -2.1682 0.0969 -0.7431
H 1.6126 1.2229 -0.5933
H -1.5895 -1.8079 0.5345
C 0.1947 -0.2385 -0.7813
H -0.2236 -2.8757 0.2293
C -0.8732 2.0966 -0.6708
C -0.5690 -2.0397 0.8376
H -0.3360 2.3439 0.2427
H -1.8346 2.6029 -0.6743
H -0.2741 2.4162 -1.5201
C 1.0774 -0.3337 1.5584
C -1.0780 0.6118 -0.7468
C 0.3004 -0.8451 0.6162
H 0.0129 -1.0544 -1.4905
H 1.1334 -0.7757 2.5380
*
```

F_max = 0.34 eV Å⁻¹
Energy relative to the best compared isomer or geometry (same formula, charge and spin) = 24.3 kcal per mole
Energy = -9937.401 eV
HOMO-LUMO gap = 10.1 eV
SMILES string = C=C(C)[C@H](N)C(C)=O
Highest occupied orbital energy = -9.209 eV



The following is a quantum chemistry calculation of one molecule with the formula C6H11NO in a non-equilibrium geometry, from the Open Molecules 2025 dataset.

The geometry in ORCA input format:
```
! wB97M-V def2-TZVPD RIJCOSX def2/J DEFGRID3
* xyz 0 1
H -1.3526 1.3746 -1.3889
H 1.6230 -0.2337 2.5080
C -0.5595 -0.9441 -0.0828
H 0.1772 -1.3507 2.4470
H 2.2402 1.5575 1.4982
C 0.8023 -0.6361 1.9356
H 1.3721 0.6998 -1.1070
H -0.9482 1.8724 0.2636
C 0.5442 -0.2549 0.6754
C -1.6457 1.2866 -0.3412
H -0.8598 -1.8469 0.4579
N 2.2192 1.5440 0.4782
C -0.2253 -1.2939 -1.5324
H 0.7827 -1.6941 -1.5993
H -0.2908 -0.4222 -2.1789
C 1.4201 0.7052 -0.0208
H -0.9337 -2.0303 -1.8979
H -2.6408 1.7077 -0.2243
O -1.7245 -0.0408 0.1096
*
```

F_max = 1.92 eV Å⁻¹
Energy relative to the best compared isomer or geometry (same formula, charge and spin) = 55.0 kcal per mole
Energy = -9936.069 eV
HOMO-LUMO gap = 9.9 eV
SMILES string = [H]/N=C\C(=C)[C@H](C)OC
Highest occupied orbital energy = -9.515 eV



The following is a quantum chemistry calculation of a 2-piece molecular cluster, C6H11NO overall in a non-equilibrium geometry, from the Open Molecules 2025 dataset.

The geometry in ORCA input format:
```
! wB97M-V def2-TZVPD RIJCOSX def2/J DEFGRID3
* xyz 0 1
N 2.5393 0.1306 -1.4026
H 1.7822 1.2557 -2.9274
O -1.4743 0.0064 2.3742
H -2.1920 -0.3471 -1.9762
H 2.1852 -0.7802 1.8115
C 2.3074 -0.6534 -0.2461
H -2.7254 -1.5491 -0.7626
H -0.5893 -0.3642 0.0725
H 1.9884 0.9380 1.1576
C 1.5809 0.7060 -2.0194
C 2.0975 -0.1663 0.9795
C -2.0977 0.2852 1.3980
H 0.5771 0.6477 -1.6827
C -1.5527 0.1546 0.0118
H -3.1481 0.7294 1.5186
C -2.5393 -0.4784 -0.9249
H -1.4950 1.1878 -0.3563
H 2.4109 -1.7220 -0.4453
H -3.5516 -0.0477 -0.7788
*
```

F_max = 2.58 eV Å⁻¹
Energy relative to the best compared isomer or geometry (same formula, charge and spin) = 64.5 kcal per mole
Energy = -9935.656 eV
HOMO-LUMO gap = 9.8 eV
SMILES string = C=CN=C.CCC=O
Highest occupied orbital energy = -9.065 eV



The following is a quantum chemistry calculation of one molecule with the formula C6H11NO in a non-equilibrium geometry, from the Open Molecules 2025 dataset.

The geometry in ORCA input format:
```
! wB97M-V def2-TZVPD RIJCOSX def2/J DEFGRID3
* xyz 0 1
H 0.1383 2.5090 0.8872
C 0.0307 -0.9424 0.2065
H 1.1911 0.1776 -1.6815
C 0.3988 1.4659 1.0990
C -0.0404 0.5559 -0.0281
H -1.2553 0.5927 -2.0853
N 0.5613 0.9011 -1.3329
C -1.5847 0.3391 -0.2338
H 0.8481 -2.8155 0.9573
H -1.9689 -1.9621 0.2111
H 1.1263 1.7500 -1.3020
H 1.4817 1.4141 1.2569
C -1.3068 -1.1064 0.1215
O -2.0879 0.5135 -1.5762
H -0.0865 1.1959 2.0441
H 1.9922 -1.3929 1.0006
H -2.2187 0.8792 0.4784
H 1.6041 -2.1813 -0.4958
C 1.1766 -1.8936 0.4732
*
```

F_max = 1.57 eV Å⁻¹
Energy relative to the best compared isomer or geometry (same formula, charge and spin) = 42.3 kcal per mole
Energy = -9936.619 eV
HOMO-LUMO gap = 10.1 eV
SMILES string = CC1=C[C@H](O)[C@]1(C)N
Highest occupied orbital energy = -9.217 eV



The following is a quantum chemistry calculation of one molecule with the formula C6H11NO in a non-equilibrium geometry, from the Open Molecules 2025 dataset.

The geometry in ORCA input format:
```
! wB97M-V def2-TZVPD RIJCOSX def2/J DEFGRID3
* xyz 0 1
H -1.4034 2.0610 -0.7141
C 0.7268 -0.7311 -1.1411
H -0.5029 -1.3421 1.7811
H -2.8237 -0.5928 0.5831
C -0.5257 1.7119 -0.1245
C -1.9951 -0.3353 -0.2169
C -0.0454 -0.6840 1.2042
H 1.4274 -1.8385 0.4467
N 0.5186 -1.5924 -0.0394
O 1.5564 0.7672 0.3693
C -0.7727 0.3555 0.4033
H 1.7206 -0.7953 -1.6233
C 0.4374 0.6249 -0.4582
H 0.6815 -0.1661 1.8514
H 0.0240 -0.8275 -1.8917
H 1.8256 1.6213 0.1054
H -2.1768 0.0876 -1.1892
H -0.0134 2.5784 0.3253
H -1.7921 -1.4283 -0.3543
*
```

F_max = 4.97 eV Å⁻¹
Energy relative to the best compared isomer or geometry (same formula, charge and spin) = 132.9 kcal per mole
Energy = -9932.690 eV
HOMO-LUMO gap = 9.2 eV
SMILES string = C[C@@]12CNC[C@@]1(O)C2
Highest occupied orbital energy = -8.402 eV



The following is a quantum chemistry calculation of one molecule with the formula C6H11NO2 in a non-equilibrium geometry, from the Open Molecules 2025 dataset.

The geometry in ORCA input format:
```
! wB97M-V def2-TZVPD RIJCOSX def2/J DEFGRID3
* xyz 0 1
H -0.6666 -0.8592 1.2788
C -1.3055 0.8604 0.1636
O -1.4525 1.4815 -0.8937
C 1.2435 1.3359 1.8547
C -1.5679 -1.5745 -0.5562
H -1.6082 -1.2914 -1.6058
H -1.8430 1.1666 1.0761
H -0.0007 0.6149 -1.9163
H 1.9140 2.0915 2.2444
C 0.6669 -0.3202 -0.2850
N 0.7160 -0.0728 -1.6562
O 1.5741 -1.2225 0.2012
H -2.5878 -1.5873 -0.1726
H 1.2219 2.0551 -0.1182
H 0.9182 0.5805 2.5581
H 1.6366 0.1902 -1.9874
C -0.7439 -0.5575 0.2321
H 2.1030 -1.5934 -0.5181
C 0.9187 1.2734 0.5714
H -1.1368 -2.5714 -0.4707
*
```

F_max = 3.92 eV Å⁻¹
Energy relative to the best compared isomer or geometry (same formula, charge and spin) = 76.7 kcal per mole
Energy = -11982.943 eV
HOMO-LUMO gap = 9.3 eV
SMILES string = C=C[C@@](N)(O)[C@H](C)C=O
Highest occupied orbital energy = -8.808 eV